Version a
Density functional theory data (ωB97M-V with the def2-TZVPD basis set) for a molecular structure, C5H6F2N3.

HOMO energy, Ha: -0.1813
Gap between HOMO and LUMO, eV: 8.7
Net charge: -1

CARTESIAN COORDINATES (ANGSTROEM)
H (-1.025, -1.221, -0.890)
C (-0.845, 0.350, -0.694)
C (-0.434, 0.321, -2.091)
H (1.119, -0.213, 2.164)
N (-1.521, 2.817, -0.168)
H (1.529, -1.137, -0.861)
C (-1.224, 1.717, -0.379)
C (-0.282, -0.348, 0.557)
C (0.440, 0.454, 1.615)
N (-0.472, 0.162, -3.239)
H (-0.256, 0.908, 2.333)
H (0.990, 1.278, 1.141)
H (0.777, -2.045, 0.697)
F (2.335, -0.638, -1.466)
N (0.295, -1.495, -0.004)
F (-1.425, -0.911, 1.285)



Version b
Density functional theory data (ωB97M-V with the def2-TZVPD basis set) for 2 unconnected molecules or ions with the total composition C5H6F2N3.

HOMO energy, Ha: -0.1318
Gap between HOMO and LUMO, eV: 7.2
Net charge: -1

CARTESIAN COORDINATES (ANGSTROEM)
F (3.046, -0.512, -0.321)
H (0.168, 2.015, 0.256)
C (-0.351, -0.281, -0.968)
H (0.503, -0.678, 2.140)
F (-1.789, -0.506, 0.941)
C (0.184, -1.377, -1.713)
H (2.273, -0.657, 0.350)
H (-1.494, 1.886, 0.844)
N (-1.431, 1.505, -2.511)
C (-0.942, 0.718, -1.811)
H (0.068, -1.834, 0.531)
N (0.471, -2.341, -2.293)
C (-0.492, 1.446, 0.925)
C (-0.498, -0.014, 0.514)
H (-0.137, 1.521, 1.963)
N (0.420, -0.891, 1.154)



Bottom line: version b, by a margin of 0.0862 hartree.



Version a
Density functional theory data (ωB97M-V with the def2-TZVPD basis set) for a single C5H8N2O molecule.

HOMO energy, Ha: -0.2949
Gap between HOMO and LUMO, eV: 8.9
SMILES: CCNc1ncco1

CARTESIAN COORDINATES (ANGSTROEM)
H (-0.475, -2.121, -0.298)
H (-1.408, 1.497, 0.558)
H (-2.136, 0.212, 1.589)
H (-2.460, -1.110, -0.694)
O (1.820, -1.146, 0.279)
C (2.845, -0.226, 0.270)
H (2.833, 1.905, -0.358)
C (-2.154, 0.634, 0.572)
H (-3.200, 0.915, 0.279)
C (-1.667, -0.384, -0.436)
C (2.312, 0.941, -0.188)
H (3.911, -0.483, 0.398)
N (0.965, 0.816, -0.357)
N (-0.466, -1.100, -0.105)
H (-1.448, 0.106, -1.416)
C (0.728, -0.456, -0.093)



Version b
Density functional theory data (ωB97M-V with the def2-TZVPD basis set) for a molecular structure, C5H8N2O.

HOMO energy (spin up / spin down), Ha: -0.2662 / -0.2661
Gap between HOMO and LUMO (spin up / spin down), eV: 7.3 / 7.3

CARTESIAN COORDINATES (ANGSTROEM)
H (1.608, 1.168, 0.056)
H (2.137, -1.485, -0.977)
C (0.451, -1.478, 0.621)
C (-1.310, 1.593, -0.826)
N (0.690, -2.542, 1.191)
H (-0.614, 2.450, -0.751)
H (-2.310, 1.946, -0.603)
H (-0.317, 0.481, 2.020)
C (1.567, -0.688, -0.493)
C (-0.954, 0.555, 0.183)
C (-0.352, -0.658, -0.230)
H (-0.796, -1.162, -1.081)
N (2.176, 0.405, -0.329)
O (-0.578, 1.144, 1.368)
H (-0.095, -2.959, 1.712)
H (-1.303, 1.231, -1.860)



Version c
Density functional theory data (ωB97M-V with the def2-TZVPD basis set) for 2 unconnected molecules or ions with the total composition C5H8N2O.

HOMO energy, Ha: -0.3167
Gap between HOMO and LUMO, eV: 8.6
SMILES: C=C=C=N.C=CON

CARTESIAN COORDINATES (ANGSTROEM)
H (-3.726, -1.093, 0.307)
N (0.149, -0.684, 2.324)
C (2.290, 0.275, 0.076)
O (0.354, 0.289, -1.386)
H (3.193, -0.232, 0.360)
C (1.414, -0.306, -0.738)
C (-1.699, -0.756, 0.698)
N (0.123, 1.658, -1.041)
C (-0.593, -0.716, 1.342)
H (1.586, -1.267, -1.204)
H (2.097, 1.244, 0.502)
H (-0.569, 1.646, -0.289)
H (-2.673, -0.725, -1.154)
C (-2.742, -0.870, -0.083)
H (-0.338, 2.046, -1.861)
H (1.136, -0.509, 2.146)



Version d
Density functional theory data (ωB97M-V with the def2-TZVPD basis set) for a single C5H8N2O molecule.

HOMO energy, Ha: -0.3122
Gap between HOMO and LUMO, eV: 9.2
SMILES: [H]/N=C/NC(=C)OC=C

CARTESIAN COORDINATES (ANGSTROEM)
C (-2.548, -0.310, -0.262)
H (2.242, -2.319, 0.772)
H (2.351, 1.995, -0.534)
C (0.492, -1.600, 0.128)
H (-2.830, -1.244, -0.658)
H (2.525, -1.004, -0.511)
H (-1.273, 1.881, 0.731)
H (-0.183, -2.081, 0.843)
C (0.651, 1.733, 0.092)
C (-1.232, 0.050, -0.267)
C (1.795, -1.639, 0.073)
N (-0.649, 1.234, 0.204)
H (0.742, 2.625, 0.643)
H (-3.388, 0.236, 0.243)
N (1.617, 1.325, -0.713)
O (-0.315, -0.882, -0.786)



Bottom line: version a, by a margin of 0.0743 hartree.



Version a
Density functional theory data (ωB97M-V with the def2-TZVPD basis set) for a single C5H8N2O molecule.

HOMO energy, Ha: -0.3141
Gap between HOMO and LUMO, eV: 9.2
SMILES: C=C1C(C)=NN[C@H]1O

CARTESIAN COORDINATES (ANGSTROEM)
C (-0.685, 0.943, -1.892)
N (-1.171, 0.602, 1.812)
H (-0.935, -0.007, -2.580)
H (-1.448, 1.408, 2.346)
O (0.174, -1.244, 2.604)
H (1.972, -0.949, -1.256)
C (1.671, -0.732, -0.184)
H (2.411, -1.253, 0.472)
N (-1.355, 1.044, 0.537)
C (-0.593, 0.548, -0.380)
H (0.802, 0.587, 2.506)
H (0.292, 1.171, -2.323)
C (0.078, 0.023, 1.978)
C (0.515, -0.199, 0.263)
H (-0.372, -1.924, 2.334)
H (-1.587, 1.551, -1.997)



Version b
Density functional theory data (ωB97M-V with the def2-TZVPD basis set) for a single C5H8N2O molecule.

HOMO energy, Ha: -0.2925
Gap between HOMO and LUMO, eV: 8.4
SMILES: C[C@H]1ON=C/C1=C/N

CARTESIAN COORDINATES (ANGSTROEM)
H (-1.623, -0.877, 1.461)
H (0.123, 1.509, 1.933)
C (1.984, 0.432, 0.238)
O (1.450, -0.978, -1.367)
H (-0.533, 0.636, -1.984)
N (-1.599, 0.355, 1.394)
C (0.610, 0.144, 0.531)
N (2.417, -0.074, -0.876)
C (0.273, -0.825, -0.615)
H (2.771, 0.972, 0.779)
H (-2.063, 0.867, 2.212)
H (-1.575, 0.162, -0.900)
C (-0.270, 0.724, 1.325)
C (-0.741, -0.281, -1.568)
H (0.064, -1.814, -0.221)
H (-1.288, -0.952, -2.341)



Bottom line: version a, by a margin of 0.0244 hartree.



Version a
Density functional theory data (ωB97M-V with the def2-TZVPD basis set) for a single C5H8N2O molecule.

HOMO energy, Ha: -0.3511
Gap between HOMO and LUMO, eV: 10.5
SMILES: O=C([C@@H]1CN1)N1CC1

CARTESIAN COORDINATES (ANGSTROEM)
H (0.469, 0.364, 2.545)
H (0.382, 1.975, -2.262)
N (0.574, -0.775, 0.448)
C (0.055, -1.705, 1.344)
H (-0.410, 2.351, -0.405)
H (-0.868, -2.277, 1.158)
C (-0.369, 0.576, -1.284)
H (1.949, 0.652, -1.260)
C (-0.101, -0.223, 1.618)
C (-0.307, -0.801, -0.697)
C (0.853, 1.235, -1.418)
H (0.990, -2.029, 1.893)
H (-0.916, 0.261, 1.694)
H (-1.378, 0.596, -1.938)
N (0.019, 1.533, -0.290)
O (-0.939, -1.733, -1.145)



Version b
Density functional theory data (ωB97M-V with the def2-TZVPD basis set) for a single C5H8N2O molecule.

HOMO energy, Ha: -0.3498
Gap between HOMO and LUMO, eV: 9.8
SMILES: C=N/N=C\CC(C)=O

CARTESIAN COORDINATES (ANGSTROEM)
N (-1.456, -0.682, 0.798)
H (1.528, 1.291, 1.345)
N (-2.025, -0.252, -0.404)
C (1.914, -0.188, -0.185)
C (1.840, 1.264, 0.309)
C (0.630, -0.843, -0.638)
H (1.171, 1.958, -0.176)
C (-3.167, 0.291, -0.229)
H (-3.645, 0.273, 0.733)
H (2.758, 1.712, 0.169)
H (0.337, -1.593, 1.533)
H (0.058, -0.264, -1.444)
H (-3.532, 0.703, -1.133)
H (0.921, -1.718, -1.240)
C (-0.266, -1.108, 0.673)
O (2.932, -0.844, -0.111)



Bottom line: version b, by a margin of 0.1262 hartree.



Version a
Density functional theory data (ωB97M-V with the def2-TZVPD basis set) for 3 unconnected molecules or ions with the total composition C5H8N2O.

HOMO energy, Ha: -0.2923
Gap between HOMO and LUMO, eV: 8.1

CARTESIAN COORDINATES (ANGSTROEM)
H (-2.514, -1.036, -0.694)
H (-1.043, -1.892, -0.355)
N (1.861, -2.350, -0.322)
C (-1.775, -1.095, 0.090)
H (3.351, 0.643, -0.118)
H (1.729, 0.063, 1.863)
H (-2.625, 1.192, -1.149)
C (2.135, 1.095, 0.749)
C (0.365, -0.280, -0.127)
H (2.241, 2.265, 0.924)
H (-1.009, 1.988, -0.957)
H (-2.107, -1.337, 1.293)
N (-1.645, 1.214, -0.699)
O (1.119, 0.881, -0.265)
C (0.922, -1.496, -0.090)
C (-1.005, 0.144, -0.143)



Version b
Density functional theory data (ωB97M-V with the def2-TZVPD basis set) for a single C5H8N2O molecule.

HOMO energy, Ha: -0.2866
Gap between HOMO and LUMO, eV: 8.6
SMILES: [H]/N=C/N1OCC=C1C

CARTESIAN COORDINATES (ANGSTROEM)
O (-0.461, 1.618, -0.186)
N (-0.120, 0.446, 0.488)
H (0.971, -0.340, 2.053)
H (1.243, 1.803, 3.025)
C (-1.196, 1.186, -1.324)
H (-0.968, -0.891, -2.353)
C (-0.061, -0.566, -0.441)
C (0.663, -1.911, -0.113)
C (-0.745, -0.226, -1.532)
N (0.734, 1.834, 2.158)
H (1.729, -1.692, 0.066)
H (-0.909, 1.849, -2.129)
C (0.595, 0.644, 1.669)
H (-2.327, 1.242, -1.095)
H (0.606, -2.567, -1.010)
H (0.246, -2.430, 0.724)



Version c
Density functional theory data (ωB97M-V with the def2-TZVPD basis set) for a single C5H8N2O molecule.

HOMO energy, Ha: -0.3090
Gap between HOMO and LUMO, eV: 9.3
SMILES: CC1=NN[C@H](C=O)C1

CARTESIAN COORDINATES (ANGSTROEM)
H (-1.378, -0.720, -0.671)
H (2.491, 0.150, -0.224)
C (-1.364, 1.365, 1.392)
N (1.656, -0.182, 0.245)
H (-2.315, 1.277, 0.873)
O (-0.088, 0.043, -2.553)
H (-1.057, 2.405, 1.455)
H (-0.921, -1.532, 0.836)
N (0.932, 0.819, 0.802)
C (0.765, -1.083, -0.515)
H (1.129, -2.110, -0.443)
H (-1.500, 0.998, 2.410)
C (-0.322, 0.564, 0.704)
H (1.778, -0.695, -2.448)
C (-0.606, -0.796, 0.096)
C (0.800, -0.502, -1.960)



Bottom line: version c, by a margin of 0.0563 hartree.